{
  "formula": "C22H34NNdO3P3",
  "method": "the ωB97M-V functional and the def2-TZVPD basis",
  "elements": ["C", "C", "C", "C", "C", "C", "C", "C", "C", "C", "C", "C", "C", "H", "H", "H", "H", "H", "H", "H", "N", "Nd", "C", "H", "H", "C", "H", "H", "P", "P", "C", "H", "H", "H", "C", "H", "H", "H", "C", "H", "H", "H", "C", "H", "H", "H", "H", "H", "C", "O", "P", "O", "C", "O", "C", "H", "H", "H", "H", "H", "H", "H", "H", "H"],
  "xyz": [[3.71637, -1.74031, -2.31233], [2.80196, -0.69693, -2.29791], [1.48323, -0.94438, -2.80161], [0.97047, -2.24271, -2.44911], [1.88071, -3.31199, -2.29777], [3.25841, -3.05744, -2.37612], [-0.42830, -2.36201, -2.25876], [-1.22679, -1.42918, -2.97930], [-0.60562, -0.18829, -3.32894], [-1.51053, 0.92975, -3.35479], [-2.80460, 0.69449, -3.85193], [-3.29889, -0.63440, -3.87910], [-2.55948, -1.65474, -3.32852], [4.76612, -1.53987, -2.20704], [1.47808, -4.32872, -2.17979], [3.95007, -3.89251, -2.39469], [-0.87784, -3.33720, -1.91775], [-3.44642, 1.54798, -4.13739], [-4.32847, -0.80206, -4.27172], [-2.99488, -2.64176, -3.17249], [0.73133, -0.05569, -3.52804], [-0.61487, -0.79148, 1.23078], [2.99728, 0.60779, -1.53566], [2.51656, 1.42229, -2.06292], [4.06047, 0.78525, -1.34222], [-1.08596, 2.16215, -2.63449], [-0.07119, 2.41872, -2.87017], [-1.79379, 3.00873, -2.81366], [2.09958, 0.44064, 0.13540], [-1.13319, 1.76724, -0.76057], [-2.95099, 1.95953, -0.50770], [-3.17330, 1.97176, 0.57098], [-3.30652, 2.89054, -0.97294], [-3.46136, 1.10158, -0.95116], [-0.58734, 3.41824, -0.17342], [-1.31456, 4.17970, -0.48371], [-0.51425, 3.41171, 0.93316], [0.39979, 3.65235, -0.58952], [3.22876, -0.73960, 0.97091], [4.20816, -0.26115, 1.10608], [2.82225, -1.01083, 1.96706], [3.34076, -1.64438, 0.38342], [2.68807, 1.99881, 0.90972], [2.28596, 2.06912, 1.93497], [3.78670, 1.98297, 0.95205], [2.34346, 2.86107, 0.32992], [-0.62066, -1.55074, -0.41553], [-2.30007, -0.87930, 0.00246], [0.36538, -2.60513, 3.98568], [0.40550, -1.33819, 3.26615], [0.46244, 0.28875, 4.00939], [-0.35194, 0.07347, 5.36875], [-1.69734, -0.47285, 5.53155], [-0.83843, 0.87475, 2.91007], [-1.83576, 1.86875, 3.33276], [1.33542, -3.08621, 3.97327], [-0.37388, -3.24809, 3.46581], [0.03341, -2.44867, 5.01599], [-1.99009, -1.10932, 4.72002], [-1.65013, -1.06803, 6.48412], [-2.40492, 0.35758, 5.67539], [-2.78968, 1.37495, 3.51304], [-1.51110, 2.39540, 4.23643], [-1.96353, 2.59811, 2.52343]],
  "e_lumo_ha": [-0.117, -0.116],
  "homo_ev": [-9.1084, -9.0739],
  "charge": 1,
  "multiplicity": 4,
  "s2": 3.760,
  "e_tot_ev": -74130.941
}